[1]
Entry from the Open Molecules 2025 dataset: a structure of composition C47H32BrMgN5O7P2S2 (ωB97M-V/def2-TZVPD).

Each line ends with the Löwdin charge.
Geometry (Å):
Mg: -0.8892 0.3613 -0.5110  0.443
S: 3.1730 -0.1168 -0.6962  0.248
P: 1.9442 -1.3530 -1.6649  0.359
C: 0.3158 -1.2538 -1.2940  -0.597
P: -0.8478 -2.4728 -1.3411  0.396
S: -2.6875 -1.5914 -1.1267  0.261
C: -0.8284 -3.3754 -2.9511  -0.323
C: -1.5381 -2.8109 -4.0204  -0.136
C: -1.4539 -3.3460 -5.2829  -0.104
C: -0.6033 -4.4237 -5.5549  -0.099
C: 0.0548 -5.0015 -4.4831  -0.093
C: -0.0846 -4.5156 -3.1756  -0.091
C: -0.7625 -3.7687 -0.1340  -0.345
C: -1.5712 -4.8847 -0.2329  -0.111
C: -1.4388 -5.9528 0.6301  -0.108
C: -0.4787 -5.9454 1.6189  -0.103
C: 0.3242 -4.8140 1.7939  -0.076
C: 0.1549 -3.7311 0.9339  -0.065
C: 2.6706 -3.0345 -1.3147  -0.311
C: 3.0604 -3.9813 -2.2341  -0.097
C: 3.6464 -5.2111 -1.8213  -0.097
C: 3.8164 -5.5113 -0.4826  -0.107
C: 3.4570 -4.5295 0.4448  -0.105
C: 2.9428 -3.3168 0.0503  -0.140
C: 2.2861 -1.1772 -3.4522  -0.336
C: 3.6075 -1.1407 -3.8983  -0.113
C: 3.9270 -1.2572 -5.2475  -0.096
C: 2.9043 -1.2528 -6.2019  -0.101
C: 1.6049 -1.1813 -5.7241  -0.101
C: 1.2791 -1.1634 -4.3834  -0.081
H: -2.1208 -1.9378 -3.7979  0.063
H: -2.0358 -2.9580 -6.0989  0.091
H: -0.5392 -4.8592 -6.5291  0.084
H: 0.6568 -5.8785 -4.6262  0.089
H: 0.3980 -5.0299 -2.3324  0.111
H: -2.2942 -5.0008 -1.0277  0.107
H: -2.0646 -6.8216 0.5583  0.089
H: -0.3387 -6.8163 2.2349  0.086
H: 1.0820 -4.7824 2.5704  0.101
H: 0.7498 -2.8201 1.0569  0.090
H: 2.8071 -3.8531 -3.2812  0.096
H: 3.9775 -5.9709 -2.5126  0.083
H: 4.2747 -6.4286 -0.1641  0.084
H: 3.6477 -4.6563 1.5046  0.099
H: 2.7475 -2.5218 0.7789  0.069
H: 4.3984 -1.2408 -3.1842  0.080
H: 4.9537 -1.3581 -5.5479  0.085
H: 3.1795 -1.3936 -7.2389  0.087
H: 0.8020 -1.1971 -6.4289  0.086
H: 0.2302 -1.2069 -4.0820  0.086
Br: 0.1664 7.3918 5.8653  0.678
C: -1.3732 6.7604 4.8708  -0.635
C: -2.6027 6.5943 5.5436  -0.130
C: -3.7101 6.2095 4.8276  -0.072
C: -3.6247 5.9089 3.4947  -0.277
C: -2.4192 5.9912 2.8416  -0.007
C: -1.2652 6.4328 3.5240  -0.084
N: -4.9397 5.5874 2.8803  0.056
N: -5.0549 4.6465 2.0883  0.048
C: -4.0440 3.6668 1.9569  -0.259
C: -3.4347 3.0563 3.0254  -0.048
C: -2.5955 1.9632 2.9133  0.008
C: -2.2306 1.4770 1.6315  -0.324
O: -1.4216 0.5119 1.3861  -0.105
C: -2.8790 2.1297 0.4910  -0.138
N: -2.6056 1.6217 -0.7329  0.056
C: -3.2175 2.0895 -1.7901  -0.111
C: -4.1403 3.1554 -1.7148  -0.046
C: -4.3455 3.6905 -0.4854  -0.023
C: -3.7605 3.1704 0.6555  -0.120
H: -2.6998 6.7657 6.5852  0.081
H: -4.6794 6.1563 5.3279  0.113
H: -2.3433 5.6981 1.8223  0.112
H: -0.3560 6.5278 2.9899  0.089
H: -3.6667 3.3081 4.0309  0.105
H: -2.1111 1.4912 3.7686  0.113
H: -2.9790 1.6622 -2.7581  0.115
H: -4.6381 3.4966 -2.6349  0.105
H: -5.0274 4.5532 -0.4203  0.115
O: -0.0967 4.2393 0.1828  0.006
C: 0.3695 3.0893 0.2577  -0.621
O: 0.1635 2.1025 -0.4765  -0.067
C: 1.2154 2.7565 1.4652  -0.073
C: 1.6237 1.4941 1.8399  0.035
C: 2.3540 1.3120 3.0109  -0.085
C: 2.6991 2.3749 3.8258  0.063
C: 2.3382 3.6689 3.4126  -0.106
C: 1.6009 3.8520 2.2495  0.076
N: 2.6658 4.8094 4.3002  -0.366
O: 2.6039 5.9144 3.7893  0.031
O: 2.9958 4.6026 5.4340  0.067
N: 2.8588 -0.0496 3.4527  -0.350
O: 3.8371 -0.0585 4.1484  0.063
O: 2.2845 -1.0450 3.0786  0.079
H: 1.3855 0.6286 1.2518  0.063
H: 3.2641 2.2297 4.7413  0.122
H: 1.3387 4.8496 1.9566  0.112

As for the net charge: -2. Its spin multiplicity is 1. The frontier orbital gap comes out at 0.22527 Ha.

[2]
Entry from the Open Molecules 2025 dataset: the molecule C23H25N3O4S2 (ωB97M-V/def2-TZVPD).

Each line ends with the Löwdin charge.
Geometry (Å):
C: 3.8424 4.9534 1.6361  -0.085
O: 2.7822 4.0302 1.6518  -0.112
C: 3.0614 2.7192 1.3453  -0.212
C: 4.2697 2.2656 0.8470  -0.028
C: 4.4520 0.9171 0.5720  -0.094
C: 3.4354 0.0159 0.8155  -0.079
C: 2.2218 0.4566 1.3182  -0.020
C: 2.0151 1.8037 1.5709  -0.221
N: 0.8033 2.2671 2.0583  -0.021
S: -0.6423 1.4421 1.8732  0.691
O: -1.6575 2.4284 2.1236  -0.297
O: -0.6225 0.2930 2.7222  -0.268
C: -0.6103 0.8600 0.1726  -0.189
C: -0.9864 -0.4606 0.0331  0.006
C: -0.7991 -1.1286 -1.1721  -0.205
N: -1.1725 -2.4534 -1.3852  0.111
C: -1.9302 -3.2615 -0.5774  -0.459
O: -2.3940 -2.9141 0.4901  0.088
C: -2.1461 -4.6102 -1.1153  -0.383
S: -1.5207 -5.1274 -2.6590  1.048
C: -2.2030 -6.6856 -2.4581  -0.397
C: -2.8682 -6.8037 -1.2815  -0.138
C: -2.8459 -5.6239 -0.4994  -0.294
C: -3.5065 -5.5097 0.8280  -0.035
C: -0.1554 -0.4460 -2.2040  -0.003
C: 0.2028 0.8756 -2.0648  0.002
C: -0.0584 1.5943 -0.8861  -0.211
N: 0.2753 2.9244 -0.7623  -0.101
C: 1.1034 3.5737 -1.7600  -0.163
C: 1.2296 5.0268 -1.2749  -0.140
C: 0.1790 5.1674 -0.1617  -0.146
C: -0.6866 3.9215 -0.3204  -0.149
H: 3.4206 5.8952 1.9850  0.097
H: 4.6499 4.6476 2.3082  0.101
H: 4.2471 5.0935 0.6277  0.090
H: 5.0816 2.9524 0.6652  0.103
H: 5.3994 0.5818 0.1782  0.100
H: 3.5810 -1.0352 0.6203  0.103
H: 1.4300 -0.2389 1.5400  0.102
H: 0.7267 3.2695 2.1141  0.108
H: -1.4009 -0.9699 0.8870  0.106
H: -0.8792 -2.8343 -2.2746  0.083
H: -2.0676 -7.4194 -3.2279  0.064
H: -3.3650 -7.7059 -0.9713  0.112
H: -2.7872 -5.1944 1.5813  0.089
H: -4.2788 -4.7430 0.7977  0.091
H: -3.9485 -6.4599 1.1165  0.078
H: 0.0582 -0.9579 -3.1321  0.116
H: 0.6890 1.3649 -2.8923  0.102
H: 0.6324 3.5583 -2.7544  0.118
H: 2.0680 3.0650 -1.8195  0.125
H: 2.2277 5.2272 -0.8930  0.089
H: 1.0382 5.7199 -2.0932  0.106
H: 0.6661 5.1627 0.8121  0.091
H: -0.4046 6.0811 -0.2525  0.109
H: -1.4404 4.0851 -1.1077  0.135
H: -1.1990 3.6244 0.5899  0.081

Its spin multiplicity is 1. The energy relative to the best compared isomer or geometry (same formula, charge and spin) is 31.1 kcal per mole. The SMILES is COc1ccccc1NS(=O)(=O)c1cc(NC(=O)c2sccc2C)ccc1N1CCCC1. The frontier orbital gap comes out at 0.29751 Ha.

[3]
Entry from the Open Molecules 2025 dataset: a structure of composition C4H12N2O (ωB97M-V/def2-TZVPD).

Each line ends with the Löwdin charge.
Geometry (Å):
C: -0.1650 -0.7769 -0.3926  -0.253
C: -0.8020 -0.3923 -1.6369  -0.291
C: 2.1063 0.8095 0.1685  -0.077
C: -0.9438 -1.4116 0.7411  -0.085
N: 0.6510 0.8929 0.0502  -0.212
N: 0.0379 1.5682 1.1599  0.044
O: -2.2125 -0.1796 -1.5038  -0.136
H: -2.4964 0.7357 -1.5832  0.062
H: 0.7290 -1.3702 -0.5955  0.109
H: 0.4534 1.3587 2.0675  0.083
H: -0.8803 1.1268 1.2548  0.068
H: -0.6239 -1.0851 -2.4634  0.072
H: 0.1855 1.1156 -0.9285  0.136
H: 2.5242 0.5763 -0.8122  0.089
H: 2.3701 -0.0019 0.8539  0.087
H: 2.5418 1.7397 0.5319  0.081
H: -1.8418 -0.8288 0.9520  0.063
H: -1.2756 -2.4152 0.4708  0.091
H: -0.3579 -1.4618 1.6654  0.069

Its spin multiplicity is 1. The energy relative to the best compared isomer or geometry (same formula, charge and spin) is 129.1 kcal per mole. The frontier orbital gap comes out at 0.27029 Ha.

[4]
Entry from the Open Molecules 2025 dataset: the molecule C25H24N6OS2 (ωB97M-V/def2-TZVPD).

Each line ends with the Löwdin charge.
Geometry (Å):
C: 1.7962 3.1191 -0.7219  -0.006
N: 3.1936 2.8891 -0.4774  -0.102
C: 4.0171 3.7573 0.1665  -0.101
C: 5.2669 3.2071 0.2498  -0.092
C: 5.1970 1.9446 -0.3664  -0.070
C: 3.9058 1.7732 -0.8069  -0.270
C: 3.3096 0.6008 -1.5184  -0.032
C: 2.0850 0.0991 -0.8425  -0.331
N: 0.9268 -0.0476 -1.4226  0.077
N: 0.0362 -0.4632 -0.5062  0.036
C: 0.6737 -0.5555 0.6286  -0.646
S: -0.0550 -0.9433 2.1587  0.996
C: -1.7200 -0.3873 1.7037  -0.378
C: -1.6512 1.0296 1.1962  -0.522
O: -0.7291 1.7872 1.3804  0.055
N: -2.7393 1.4574 0.4700  0.117
C: -3.8916 0.8001 0.1604  -0.582
N: -4.2646 -0.3404 0.6003  0.107
C: -5.4826 -0.7082 0.1002  -0.304
C: -6.1510 -1.8934 0.3847  -0.015
C: -7.3821 -2.1191 -0.1958  -0.087
C: -7.9558 -1.1840 -1.0527  -0.093
C: -7.3088 0.0010 -1.3503  -0.096
C: -6.0743 0.2313 -0.7720  -0.473
S: -5.0239 1.6101 -0.9480  1.084
N: 1.9830 -0.2076 0.4877  0.010
C: 2.9759 -0.2281 1.5247  -0.123
C: 3.4916 -1.6563 1.7654  -0.114
C: 4.1227 -2.1843 0.5091  -0.242
C: 5.4517 -1.9002 0.2188  -0.056
C: 6.0146 -2.3140 -0.9752  -0.089
C: 5.2513 -3.0116 -1.8970  -0.093
C: 3.9275 -3.3017 -1.6147  -0.074
C: 3.3673 -2.8913 -0.4175  -0.043
H: 1.4960 2.6650 -1.6659  0.092
H: 1.1753 2.6995 0.0762  0.079
H: 1.6143 4.1925 -0.7688  0.094
H: 3.6546 4.7039 0.5161  0.112
H: 6.1328 3.6535 0.6968  0.088
H: 5.9977 1.2407 -0.4863  0.097
H: 4.0606 -0.1909 -1.5690  0.110
H: 3.0208 0.8604 -2.5412  0.131
H: -2.3445 -0.4485 2.5945  0.095
H: -2.1183 -1.0497 0.9368  0.071
H: -2.6354 2.3866 0.0769  0.149
H: -5.6960 -2.6100 1.0491  0.112
H: -7.9106 -3.0359 0.0168  0.102
H: -8.9200 -1.3852 -1.4938  0.102
H: -7.7489 0.7278 -2.0146  0.106
H: 3.7977 0.4264 1.2254  0.119
H: 2.5136 0.1577 2.4390  0.120
H: 4.2184 -1.6241 2.5778  0.122
H: 2.6541 -2.2877 2.0697  0.105
H: 6.0459 -1.3498 0.9345  0.115
H: 7.0490 -2.0884 -1.1897  0.103
H: 5.6883 -3.3292 -2.8320  0.101
H: 3.3275 -3.8453 -2.3290  0.105
H: 2.3332 -3.1215 -0.2022  0.118

Its spin multiplicity is 1. The energy relative to the best compared isomer or geometry (same formula, charge and spin) is 0.0 kcal per mole. The SMILES is Cn1cccc1Cc1nnc(SCC(=O)Nc2nc3ccccc3s2)n1CCc1ccccc1. The frontier orbital gap comes out at 0.31306 Ha.

[5]
Entry from the Open Molecules 2025 dataset: a cluster of 2 separate species, C8H16N3O2S in total (ωB97M-V/def2-TZVPD).

Each line ends with the Löwdin charge.
Geometry (Å):
C: -3.2756 -2.9288 -1.8318  -0.603
C: -1.5475 -0.7981 -0.7313  -0.194
C: 0.3342 2.3541 0.7893  -0.534
C: -2.1070 -3.2052 -2.5460  -0.113
C: 1.8088 -0.1315 0.6239  -0.133
C: 0.8663 0.3091 1.7490  -0.144
C: 0.9656 -0.2484 -0.6977  -0.130
C: 1.0349 1.7945 1.9756  -0.306
N: -0.2426 -1.1120 -0.4694  -0.053
N: -1.9264 0.4487 -0.9681  0.083
N: 2.4109 2.2801 2.1430  0.050
O: -0.8011 2.1523 0.6123  0.115
O: 1.1415 2.9081 -0.1508  0.142
S: -4.7057 -2.8596 -1.3624  1.068
H: -2.1955 -2.5740 -3.3865  0.106
H: -1.1234 -2.8679 -2.0362  0.109
H: -1.9817 -4.2904 -2.6142  0.123
H: 2.2757 -1.0484 0.7512  0.085
H: 2.6257 0.6237 0.5834  0.114
H: 1.0562 -0.2789 2.6305  0.121
H: -0.0994 -0.0294 1.6144  0.081
H: 1.5865 -0.6981 -1.4391  0.104
H: 0.5705 0.7709 -1.0120  0.119
H: 0.3088 2.2296 2.6942  0.171
H: -0.0434 -2.1351 -0.3196  0.141
H: -2.9249 0.6630 -1.2450  0.128
H: -1.4411 1.3181 -0.7600  0.054
H: 3.1256 1.6279 2.5391  0.116
H: 2.2941 3.0783 2.8091  0.116
H: 2.0101 2.6471 0.0549  0.065

As for the net charge: +1. Its spin multiplicity is 1. The energy relative to the best compared isomer or geometry (same formula, charge and spin) is 100.0 kcal per mole. The frontier orbital gap (spin up / spin down) comes out at 0.23860 / 0.23855 Ha.

Here are the calculated E numbers, same order: -186777.719; -58587.343; -9365.594; -58974.335; -27945.844 (eV).